Molecular formula: C44H85BrN2O8P2S
Method: DFT, ωB97M-V/def2-TZVPD

Last columns: bonded neighbours and bond lengths (Å).
Geometry (Å):
1 C 1.892 -0.842 1.982  O2 1.416, H39 1.088, H40 1.086, H41 1.090
2 O 3.227 -0.589 2.381  C1 1.416, C3 1.411
3 C 4.045 -1.738 2.411  O2 1.411, C4 1.521, H42 1.093, H43 1.094
4 C 5.494 -1.356 2.151  C3 1.521, C5 1.536, H44 1.087, H45 1.091
5 C 5.670 -0.627 0.811  C4 1.536, C6 1.539, H46 1.089, H47 1.088
6 C 5.388 -1.520 -0.410  C5 1.539, C7 1.538, H48 1.093, H49 1.086
7 C 6.486 -1.485 -1.486  C6 1.538, C8 1.530, H50 1.090, H51 1.091
8 C 6.420 -0.329 -2.487  C7 1.530, C9 1.543, H52 1.090, H53 1.090
9 C 5.098 -0.195 -3.269  C8 1.543, C10 1.538, H54 1.088, H55 1.084
10 C 4.458 1.201 -3.179  C9 1.538, C11 1.535, H56 1.087, H57 1.088
11 C 4.355 1.748 -1.748  C10 1.535, C12 1.519, H58 1.079, H59 1.086
12 C 2.991 2.170 -1.232  C11 1.519, C13 1.445, C37 1.377
13 C 2.904 3.449 -0.564  C12 1.445, P14 1.862, C17 1.384
14 P 4.360 4.584 -0.327  C13 1.862, C15 1.840, O16 1.649
15 C 4.735 5.145 -2.038  P14 1.840, H60 1.083, H61 1.090, H62 1.088
16 O 5.683 3.669 0.035  P14 1.649, H63 0.964
17 C 1.711 3.912 -0.040  C13 1.384, C18 1.507, C21 1.425
18 C 1.591 5.208 0.719  C17 1.507, C19 1.514, H64 1.085, H65 1.084
19 C 2.065 5.018 2.145  C18 1.514, O20 1.192, H66 1.100
20 O 2.911 4.244 2.469  C19 1.192
21 C 0.524 3.137 -0.182  C17 1.425, N22 1.366, C36 1.399
22 N -0.642 3.608 0.352  C21 1.366, C23 1.300
23 C -1.683 2.852 0.163  N22 1.300, P24 1.828, C26 1.418
24 P -3.241 3.486 0.879  C23 1.828, S25 1.940, H67 1.405, H68 1.401
25 S -4.023 4.939 -0.141  P24 1.940
26 C -1.643 1.620 -0.538  C23 1.418, O27 1.352, N35 1.296
27 O -2.779 0.911 -0.721  C26 1.352, C28 1.450
28 C -3.421 1.151 -1.999  O27 1.450, C29 1.524, H69 1.090, H70 1.089
29 C -4.911 1.458 -1.916  C28 1.524, C30 1.535, C31 1.538, H71 1.086
30 C -5.316 2.531 -2.936  C29 1.535, H72 1.087, H73 1.089, H74 1.085
31 C -5.796 0.225 -2.161  C29 1.538, C32 1.543, H75 1.091, H76 1.091
32 C -5.629 -0.969 -1.198  C31 1.543, C33 1.535, C34 1.545, H77 1.089
33 C -5.270 -0.604 0.248  C32 1.535, H78 1.085, H79 1.089, H80 1.085
34 C -7.005 -1.671 -1.160  C32 1.545, H81 1.087, H82 1.091, H83 1.086
35 N -0.531 1.136 -0.995  C26 1.296, C36 1.367
36 C 0.592 1.898 -0.829  C21 1.399, N35 1.367, C37 1.418
37 C 1.835 1.427 -1.323  C12 1.377, C36 1.418, Br38 1.904
38 Br 1.775 -0.306 -2.110  C37 1.904
39 H 1.661 -0.330 1.050  C1 1.088
40 H 1.695 -1.903 1.856  C1 1.086
41 H 1.223 -0.426 2.735  C1 1.090
42 H 3.751 -2.475 1.659  C3 1.093
43 H 3.983 -2.213 3.395  C3 1.094
44 H 6.138 -2.229 2.221  C4 1.087
45 H 5.753 -0.622 2.916  C4 1.091
46 H 6.677 -0.212 0.802  C5 1.089
47 H 4.934 0.174 0.840  C5 1.088
48 H 5.344 -2.551 -0.050  C6 1.093
49 H 4.403 -1.329 -0.825  C6 1.086
50 H 6.497 -2.452 -1.989  C7 1.090
51 H 7.435 -1.435 -0.951  C7 1.091
52 H 7.217 -0.502 -3.210  C8 1.090
53 H 6.705 0.581 -1.958  C8 1.090
54 H 5.313 -0.376 -4.320  C9 1.088
55 H 4.412 -0.969 -2.942  C9 1.084
56 H 3.481 1.161 -3.654  C10 1.087
57 H 5.079 1.840 -3.805  C10 1.088
58 H 4.953 2.644 -1.725  C11 1.079
59 H 4.794 1.085 -1.009  C11 1.086
60 H 5.198 6.119 -1.933  C15 1.083
61 H 3.771 5.265 -2.532  C15 1.090
62 H 5.398 4.478 -2.586  C15 1.088
63 H 5.585 3.251 0.898  O16 0.964
64 H 0.561 5.543 0.784  C18 1.085
65 H 2.154 6.005 0.245  C18 1.084
66 H 1.564 5.617 2.920  C19 1.100
67 H -2.852 3.924 2.156  P24 1.405
68 H -4.059 2.376 1.130  P24 1.401
69 H -3.293 0.250 -2.598  C28 1.090
70 H -2.918 1.968 -2.515  C28 1.089
71 H -5.192 1.861 -0.947  C29 1.086
72 H -4.557 3.305 -3.022  C30 1.087
73 H -5.469 2.086 -3.918  C30 1.089
74 H -6.221 3.038 -2.618  C30 1.085
75 H -6.831 0.566 -2.094  C31 1.091
76 H -5.633 -0.087 -3.194  C31 1.091
77 H -4.926 -1.678 -1.634  C32 1.089
78 H -4.211 -0.747 0.431  C33 1.085
79 H -5.767 -1.320 0.902  C33 1.089
80 H -5.604 0.386 0.540  C33 1.085
81 H -7.405 -1.823 -2.160  C34 1.087
82 H -7.669 -0.979 -0.639  C34 1.091
83 H -6.972 -2.587 -0.579  C34 1.086
84 C -1.935 -4.248 -1.461  C85 1.520, H89 1.091, H90 1.090, H91 1.091
85 C -3.229 -4.730 -0.827  C84 1.520, O86 1.416, H92 1.090, H93 1.096
86 O -4.364 -4.597 -1.663  C85 1.416, C87 1.415
87 C -4.331 -5.322 -2.878  O86 1.415, C88 1.520, H94 1.096, H95 1.090
88 C -4.225 -6.827 -2.695  C87 1.520, H96 1.091, H97 1.090, H98 1.091
89 H -2.047 -3.227 -1.829  C84 1.091
90 H -1.127 -4.271 -0.729  C84 1.090
91 H -1.638 -4.874 -2.304  C84 1.091
92 H -3.439 -4.123 0.054  C85 1.090
93 H -3.132 -5.765 -0.480  C85 1.096
94 H -3.525 -4.953 -3.523  C87 1.096
95 H -5.269 -5.086 -3.382  C87 1.090
96 H -3.267 -7.118 -2.262  C88 1.091
97 H -4.320 -7.330 -3.658  C88 1.090
98 H -5.012 -7.187 -2.031  C88 1.091
99 C -4.379 -7.625 4.397  C100 1.520, H104 1.091, H105 1.090, H106 1.091
100 C -5.571 -6.701 4.206  C99 1.520, O101 1.415, H107 1.090, H108 1.096
101 O -5.370 -5.701 3.225  C100 1.415, C102 1.415
102 C -5.120 -6.164 1.911  O101 1.415, C103 1.519, H109 1.097, H110 1.089
103 C -6.252 -6.987 1.322  C102 1.519, H111 1.091, H112 1.090, H113 1.091
104 H -3.475 -7.046 4.588  C99 1.091
105 H -4.554 -8.294 5.239  C99 1.090
106 H -4.198 -8.241 3.515  C99 1.091
107 H -5.763 -6.164 5.135  C100 1.090
108 H -6.475 -7.280 3.984  C100 1.096
109 H -4.174 -6.719 1.875  C102 1.097
110 H -4.982 -5.270 1.305  C102 1.089
111 H -6.383 -7.935 1.848  C103 1.091
112 H -6.046 -7.214 0.275  C103 1.090
113 H -7.194 -6.441 1.385  C103 1.091
114 C 1.074 4.268 -5.618  C115 1.519, H119 1.091, H120 1.091, H121 1.091
115 C 1.222 4.202 -4.108  C114 1.519, O116 1.417, H122 1.091, H123 1.096
116 O 0.963 5.429 -3.451  C115 1.417, C117 1.420
117 C -0.345 5.952 -3.621  O116 1.420, C118 1.520, H124 1.096, H125 1.090
118 C -1.446 5.048 -3.090  C117 1.520, H126 1.094, H127 1.090, H128 1.088
119 H 1.678 5.080 -6.026  C114 1.091
120 H 1.397 3.329 -6.068  C114 1.091
121 H 0.039 4.442 -5.917  C114 1.091
122 H 2.253 3.948 -3.859  C115 1.091
123 H 0.594 3.404 -3.694  C115 1.096
124 H -0.522 6.202 -4.673  C117 1.096
125 H -0.356 6.894 -3.071  C117 1.090
126 H -1.520 4.121 -3.664  C118 1.094
127 H -2.412 5.551 -3.146  C118 1.090
128 H -1.254 4.784 -2.052  C118 1.088
129 C 2.699 0.987 7.899  C130 1.520, H134 1.091, H135 1.091, H136 1.091
130 C 4.173 0.685 7.682  C129 1.520, O131 1.413, H137 1.091, H138 1.096
131 O 4.454 0.064 6.445  C130 1.413, C132 1.420
132 C 4.111 0.809 5.286  O131 1.420, C133 1.519, H139 1.096, H140 1.086
133 C 4.839 2.137 5.170  C132 1.519, H141 1.092, H142 1.090, H143 1.092
134 H 2.099 0.087 7.752  C129 1.091
135 H 2.535 1.358 8.911  C129 1.091
136 H 2.334 1.746 7.204  C129 1.091
137 H 4.512 -0.016 8.445  C130 1.091
138 H 4.773 1.595 7.801  C130 1.096
139 H 3.027 0.954 5.231  C132 1.096
140 H 4.380 0.181 4.441  C132 1.086
141 H 4.542 2.835 5.955  C133 1.092
142 H 4.616 2.605 4.212  C133 1.090
143 H 5.918 1.988 5.252  C133 1.092

Results
E_HOMO ... -8.22 eV
SMILES ... COCCCCCCCCCc1c(P(C)O)c(CC=O)c2nc([PH2]=S)c(OC[C@@H](C)CC(C)C)nc2c1Br.CCOCC.CCOCC.CCOCC.CCOCC
E_LUMO ... -0.9 eV
Charge ... 0
F_max ... 0.0259 hartree/bohr

***

Molecular formula: C2IN3O2S
Method: DFT, ωB97M-V/def2-TZVPD

Last columns: bonded neighbours and bond lengths (Å).
Geometry (Å):
1 C -0.740 0.564 0.754  N3 1.210, N5 1.308
2 C 1.460 -0.052 -1.230  N4 1.351, S8 1.627, I9 2.204
3 N -0.357 0.683 -0.387  C1 1.210, N4 1.196
4 N 0.403 0.786 -1.305  C2 1.351, N3 1.196
5 N -1.491 -0.096 1.598  C1 1.308, O6 1.223, O7 1.232
6 O -2.705 -0.028 1.467  N5 1.223
7 O -0.911 -0.859 2.371  N5 1.232
8 S 1.711 -1.286 -0.200  C2 1.627
9 I 2.628 0.288 -3.068  C2 2.204

Results
E_HOMO ... -9.62 eV
E_LUMO ... -2.5 eV
Charge ... 0
F_max ... 0.1306 hartree/bohr

***

Molecular formula: C2H6OS
Method: DFT, ωB97M-V/def2-TZVPD

Last columns: bonded neighbours and bond lengths (Å).
Geometry (Å):
1 C -2.232 0.235 1.708  S2 1.786, H3 1.091, H4 1.085, H5 1.077
2 S -1.485 1.306 0.490  C1 1.786, H6 1.350
3 H -2.051 -0.759 1.296  C1 1.091
4 H -1.706 0.286 2.655  C1 1.085
5 H -3.293 0.416 1.659  C1 1.077
6 H -0.253 0.756 0.489  S2 1.350
7 O 2.581 0.634 -2.251  C8 1.191
8 C 2.727 -0.536 -2.082  O7 1.191, H9 1.106, H10 1.108
9 H 3.595 -0.946 -1.533  C8 1.106
10 H 2.117 -1.392 -2.432  C8 1.108

Results
⟨S²⟩ ... 0.753
E_HOMO (alpha / beta) ... -12.96 / -12.96 eV
2S+1 ... 2
E_LUMO (alpha / beta) ... -4.5 / -9.5 eV
Charge ... +1
F_max ... 0.0357 hartree/bohr
Relative energy (zero: lowest compared OMol25 entry of this formula, charge and spin) ... 19.3 kcal per mole

***

Molecular formula: C4H6O2
Method: DFT, ωB97M-V/def2-TZVPD

Last columns: bonded neighbours and bond lengths (Å).
Geometry (Å):
1 C -0.270 -0.296 1.384  C3 1.446, C4 1.583, H7 1.034, H8 1.151
2 C 0.348 1.192 -0.416  C3 1.865, C4 1.565, H9 1.027, H10 1.031
3 C -0.849 -0.154 0.066  C1 1.446, C2 1.865, C4 1.478, O5 1.455
4 C 0.625 -0.267 0.079  C1 1.583, C2 1.565, C3 1.478, O6 1.407
5 O -2.055 -0.684 -0.551  C3 1.455, H11 0.957
6 O 1.545 -1.135 -0.535  C4 1.407, H12 0.930
7 H -0.196 0.550 1.975  C1 1.034
8 H -0.444 -1.359 1.788  C1 1.151
9 H 0.367 1.412 -1.419  C2 1.027
10 H 0.444 1.934 0.293  C2 1.031
11 H -2.829 -0.717 0.011  O5 0.957
12 H 1.042 -1.720 -1.055  O6 0.930

Results
E_HOMO ... -8.37 eV
SMILES ... O[C@]12C[C@@]1(O)C2
E_LUMO ... 0.6 eV
Charge ... 0
F_max ... 0.1261 hartree/bohr
Relative energy (zero: lowest compared OMol25 entry of this formula, charge and spin) ... 115.0 kcal per mole

***

Molecular formula: C4H4N2O2
Method: DFT, ωB97M-V/def2-TZVPD

Last columns: bonded neighbours and bond lengths (Å).
Geometry (Å):
1 C 0.279 -0.163 -0.396  C3 1.315, N9 1.339, O11 1.473
2 C -1.923 -0.718 0.474  H7 1.144, O11 1.313, O12 1.393
3 C 1.415 0.479 -0.240  C1 1.315, C4 1.448, H8 1.080
4 C 1.527 1.845 0.228  C3 1.448, N10 1.224
5 H -0.674 -1.939 -0.833  N9 1.095
6 H 1.172 -2.078 -0.732  N9 1.061
7 H -2.996 -0.490 0.798  C2 1.144
8 H 2.360 0.383 -0.754  C3 1.080
9 N 0.305 -1.468 -0.696  C1 1.339, H5 1.095, H6 1.061
10 N 1.886 2.824 0.868  C4 1.224
11 O -1.039 0.199 0.154  C1 1.473, C2 1.313
12 O -1.834 -1.953 -0.164  C2 1.393

Results
E_HOMO ... -8.66 eV
SMILES ... N#C/C=C(/N)OC=O
E_LUMO ... -0.9 eV
Charge ... 0
F_max ... 0.1741 hartree/bohr
Relative energy (zero: lowest compared OMol25 entry of this formula, charge and spin) ... 112.7 kcal per mole

***

Question: Which value of F_max does entry 2 give?
Answer: 0.1306 hartree/bohr